Entry from OMol25: one molecule with the formula C3H4O3 in a non-equilibrium geometry (the ωB97M-V functional and the def2-TZVPD basis).

**2S+1**: 1
**HOMO**: -11.045 eV
**LUMO**: 0.69 eV
**Energy above the lowest of the compared OMol25 structures with the same formula, charge and spin**: 1.5045 eV
**Frontier orbital gap**: 11.73 eV
**SMILES**: O=C1OCCO1

Element x y z (Å)
O  -0.66  -0.84  -2.45
C  -0.39  -0.57  -1.32
O  -0.94  -1.12  -0.19
C  -0.23  -0.45  0.90
C  0.48  0.79  0.29
O  0.56  0.35  -1.03
H  -0.75  0.23  1.48
H  0.52  -1.17  1.26
H  -0.06  1.81  0.34
H  1.47  0.97  0.73

Löwdin atomic charge list, values in e, 5 entries:
1. O 0.159
2. C -0.547
3. O 0.070
4. C -0.091
5. C -0.160



Entry from OMol25: C28H40FeNO2 as an isolated structure in a non-equilibrium geometry (the ωB97M-V functional and the def2-TZVPD basis).

**2S+1**: 6
**HOMO (alpha / beta)**: -5.286 / -7.465 eV
**<S²>**: 8.783
**LUMO (alpha / beta)**: 0.66 / -0.04 eV
**Energy above the lowest of the compared OMol25 structures with the same formula, charge and spin**: 3.0066 eV
**Frontier orbital gap (alpha / beta)**: 5.95 / 7.42 eV

Element x y z (Å)
O  -1.59  2.12  1.40
C  -2.92  2.48  0.91
C  -3.29  3.31  2.12
H  -3.57  1.59  0.80
H  -2.86  3.05  -0.03
C  -1.84  2.99  2.57
H  -4.04  2.82  2.74
H  -3.52  4.34  1.87
C  -1.80  2.25  3.90
H  -2.26  1.26  3.85
H  -2.32  2.86  4.65
H  -0.77  2.15  4.26
C  -0.89  4.17  2.59
H  -1.12  4.87  1.77
H  0.15  3.84  2.50
H  -1.00  4.69  3.55
Fe  1.16  0.49  0.11
C  2.35  1.20  -1.36
C  1.21  0.53  -1.94
C  0.02  1.15  -1.38
H  1.26  -0.08  -2.84
C  0.43  2.24  -0.55
C  1.88  2.27  -0.54
H  2.50  3.04  -0.10
H  3.37  0.98  -1.65
H  -1.00  0.91  -1.67
H  -0.23  2.99  -0.14
C  2.64  0.28  1.44
C  1.74  1.31  1.91
C  0.45  0.71  2.07
H  2.02  2.30  2.24
C  0.51  -0.66  1.63
C  1.89  -0.94  1.37
H  2.33  -1.94  1.29
H  3.72  0.37  1.30
H  -0.36  1.11  2.64
H  -0.32  -1.37  1.66
O  -3.65  -1.16  1.49
C  -2.70  -1.11  0.41
C  -3.41  -0.64  -0.88
H  -2.23  -2.10  0.28
H  -1.89  -0.41  0.72
C  -4.91  -0.91  -0.60
H  -3.05  -1.18  -1.77
H  -3.22  0.44  -1.02
C  -4.98  -1.23  0.91
H  -5.23  -1.78  -1.17
H  -5.56  -0.07  -0.86
H  -5.38  -2.24  1.06
H  -5.62  -0.52  1.46
C  5.31  -1.05  -2.89
N  3.94  -1.50  -2.70
C  3.51  -2.44  -3.72
C  3.62  -1.86  -1.33
C  2.19  -2.32  -1.18
C  1.96  -3.69  -1.09
C  0.65  -4.19  -1.09
C  -0.42  -3.30  -1.25
C  -0.16  -1.92  -1.28
C  1.11  -1.41  -1.02
H  5.43  -0.73  -3.92
H  6.04  -1.86  -2.70
H  5.54  -0.22  -2.20
H  3.88  -3.47  -3.51
H  2.42  -2.48  -3.77
H  3.93  -2.10  -4.68
H  4.27  -2.68  -0.97
H  3.83  -0.99  -0.69
H  2.81  -4.38  -1.08
H  0.48  -5.26  -0.99
H  -1.44  -3.67  -1.36
H  -1.00  -1.25  -1.50

Löwdin atomic charge list, values in e, 5 entries:
1. O -0.172
2. C -0.146
3. C -0.068
4. H 0.104
5. H 0.127



Entry from OMol25: one molecule with the formula C4H9NO2 in a non-equilibrium geometry (the ωB97M-V functional and the def2-TZVPD basis).

**2S+1**: 1
**HOMO**: -10.420 eV
**LUMO**: -0.83 eV
**Energy above the lowest of the compared OMol25 structures with the same formula, charge and spin**: 6.9832 eV
**Frontier orbital gap**: 9.59 eV
**SMILES**: CCCCON=O

Element x y z (Å)
C  -1.58  0.73  -1.51
C  -0.45  -0.16  -0.88
C  -0.39  0.36  0.65
C  0.58  -0.61  1.30
O  1.64  -0.83  0.51
N  2.91  -0.76  1.51
O  3.80  -0.75  0.71
H  -1.21  1.91  -1.89
H  -2.12  0.53  -2.44
H  -2.37  0.82  -0.61
H  -0.85  -1.20  -1.06
H  0.54  -0.22  -1.60
H  -0.14  1.53  0.56
H  -1.46  0.19  1.07
H  0.00  -1.45  1.41
H  1.11  -0.09  2.28

Löwdin atomic charge list, values in e, 5 entries:
1. C -0.180
2. C -0.282
3. C -0.188
4. C -0.370
5. O -0.159



Entry from OMol25: a 4-piece molecular cluster, C5H13N3 overall in a non-equilibrium geometry (the ωB97M-V functional and the def2-TZVPD basis).

**2S+1**: 1
**HOMO**: -8.378 eV
**LUMO**: 0.87 eV
**Energy above the lowest of the compared OMol25 structures with the same formula, charge and spin**: 3.6115 eV
**Frontier orbital gap**: 9.25 eV

Element x y z (Å)
C  -1.42  -0.40  0.63
C  0.97  1.69  -1.12
C  -2.27  0.36  -0.34
N  1.21  0.82  0.00
N  -1.31  0.12  1.88
N  -0.94  -1.54  0.27
C  1.79  -0.27  -0.08
C  2.60  -1.14  0.48
H  -0.39  -2.00  0.99
H  -1.51  1.10  2.01
H  -0.56  -0.23  2.46
H  -0.02  -1.54  -1.13
H  0.72  -1.33  -1.57
H  0.24  2.44  -0.83
H  1.90  2.19  -1.42
H  0.60  1.13  -1.98
H  -3.29  -0.03  -0.30
H  -2.29  1.42  -0.10
H  -1.89  0.23  -1.35
H  2.36  -2.19  0.52
H  3.50  -0.83  0.98

Löwdin atomic charge list, values in e, 5 entries:
1. C -0.571
2. C -0.128
3. C -0.033
4. N 0.001
5. N 0.128



Entry from OMol25: C18H44N10O5P2Ti as an isolated structure in a non-equilibrium geometry (the ωB97M-V functional and the def2-TZVPD basis).

**2S+1**: 2
**HOMO (alpha / beta)**: -16.038 / -16.405 eV
**<S²>**: 0.752
**LUMO (alpha / beta)**: -7.06 / -6.69 eV
**Charge**: +3
**Energy above the lowest of the compared OMol25 structures with the same formula, charge and spin**: 1.3744 eV
**Frontier orbital gap (alpha / beta)**: 8.98 / 9.72 eV

Element x y z (Å)
Ti  0.39  0.86  0.69
C  2.11  1.19  2.77
N  1.43  0.23  3.67
C  2.26  -0.07  4.86
P  0.57  -1.01  3.04
O  -0.36  -0.43  1.97
O  1.60  -2.02  2.33
P  2.00  -2.00  0.76
O  1.78  -0.62  0.20
N  3.55  -2.39  0.72
C  3.99  -3.69  1.24
C  4.51  -1.73  -0.20
N  0.95  -3.07  0.11
C  1.19  -3.32  -1.33
C  0.52  -4.29  0.81
N  -0.18  -1.91  4.13
C  -1.39  -1.37  4.78
C  0.44  -3.04  4.84
H  2.60  1.95  3.38
H  1.42  1.81  2.17
H  2.86  0.72  2.14
H  2.48  0.86  5.37
H  3.19  -0.57  4.58
H  1.71  -0.71  5.55
H  3.26  -4.11  1.93
H  4.93  -3.56  1.77
H  4.15  -4.40  0.42
H  4.09  -0.81  -0.59
H  4.74  -2.40  -1.03
H  5.42  -1.51  0.35
H  1.55  -2.42  -1.83
H  0.25  -3.63  -1.79
H  1.92  -4.11  -1.48
H  0.31  -4.08  1.86
H  1.26  -5.09  0.74
H  -0.40  -4.64  0.35
H  -1.82  -0.56  4.20
H  -1.15  -1.01  5.78
H  -2.12  -2.18  4.86
H  1.33  -3.39  4.32
H  -0.28  -3.85  4.89
H  0.71  -2.75  5.85
N  -0.72  0.22  -1.08
C  0.00  0.91  -2.22
C  -0.78  2.14  -2.70
C  -1.85  1.91  -3.78
C  -1.20  1.82  -5.17
N  -1.91  1.01  -6.17
C  -2.85  1.48  -7.00
N  -3.27  2.74  -6.91
N  -3.38  0.69  -7.92
C  1.35  1.38  -1.70
O  2.38  1.22  -2.29
O  1.21  2.00  -0.49
H  -0.60  -0.79  -1.14
H  -1.72  0.42  -1.13
H  0.19  0.21  -3.04
H  -0.06  2.86  -3.09
H  -1.22  2.62  -1.82
H  -2.52  2.77  -3.75
H  -2.47  1.03  -3.59
H  -0.19  1.42  -5.11
H  -1.07  2.82  -5.59
H  -1.62  0.06  -6.30
H  -2.86  3.40  -6.26
H  -3.93  3.12  -7.57
H  -3.05  -0.25  -8.05
H  -4.06  1.03  -8.58
C  -4.22  3.56  2.48
N  -2.85  3.34  1.99
C  -1.90  4.31  1.79
C  -0.78  3.67  1.38
N  -1.05  2.31  1.29
C  -2.31  2.17  1.67
H  -4.71  4.32  1.86
H  -4.20  3.89  3.51
H  -4.77  2.63  2.40
H  -2.09  5.35  1.99
H  0.17  4.08  1.11
H  -2.84  1.23  1.75

Löwdin atomic charge list, values in e, 5 entries:
1. Ti 1.003
2. C -0.060
3. N -0.254
4. C -0.041
5. P 0.517



Entry from OMol25: a 2-piece molecular cluster, C4H13NS overall in a non-equilibrium geometry (the ωB97M-V functional and the def2-TZVPD basis).

**2S+1**: 1
**HOMO**: -8.513 eV
**LUMO**: 0.84 eV
**Energy above the lowest of the compared OMol25 structures with the same formula, charge and spin**: 1.5572 eV
**Frontier orbital gap**: 9.36 eV
**SMILES**: CNC.CSC

Element x y z (Å)
C  4.67  -1.98  1.24
N  4.55  -3.03  0.22
C  3.44  -2.78  -0.74
H  3.64  -1.80  1.64
H  4.94  -1.03  0.78
H  5.16  -2.44  2.11
H  5.38  -2.94  -0.35
H  3.90  -3.18  -1.64
H  2.54  -3.34  -0.47
H  3.20  -1.70  -0.70
C  -2.45  1.25  -1.28
S  -3.48  2.55  -0.35
C  -3.45  1.67  1.23
H  -1.93  1.72  -2.11
H  -1.87  0.45  -0.84
H  -3.26  0.70  -1.74
H  -4.02  0.75  1.09
H  -4.05  2.25  1.94
H  -2.43  1.52  1.57

Löwdin atomic charge list, values in e, 5 entries:
1. C -0.164
2. N -0.208
3. C -0.140
4. H 0.076
5. H 0.075



Entry from OMol25: C4H5Br2NO as an isolated structure in a non-equilibrium geometry (the ωB97M-V functional and the def2-TZVPD basis).

**2S+1**: 1
**HOMO**: -9.840 eV
**LUMO**: 0.39 eV
**Energy above the lowest of the compared OMol25 structures with the same formula, charge and spin**: 0.5297 eV
**Frontier orbital gap**: 10.23 eV

Element x y z (Å)
C  -0.32  -0.05  -1.54
C  -0.40  -1.12  -0.73
C  0.49  0.00  1.50
C  -0.52  -1.02  0.97
N  -0.20  1.17  1.80
O  1.65  -0.28  1.65
Br  0.00  -2.82  1.51
Br  -2.37  -0.94  1.57
H  -0.21  -0.39  -2.58
H  -0.18  0.98  -1.16
H  -0.53  -2.16  -0.99
H  -1.16  1.46  1.67
H  0.45  2.05  1.82

Löwdin atomic charge list, values in e, 5 entries:
1. C 0.011
2. C -0.198
3. C -0.666
4. C -1.093
5. N 0.106